(1)
19
Properties=species:S:1:pos:R:3 method="wB97M-V/def2-TZVPD" multiplicity=1 homo_lumo_gap_ev=11.61 e_lumo_ev=-3.3 charge=+1 e_homo_ev=-14.90
O 4.562 47.002 13.418
H 3.821 46.515 13.242
H 5.492 46.387 13.647
H 4.822 47.496 12.418
O 3.682 44.226 13.391
H 3.117 43.419 13.351
H 4.376 44.208 14.309
O 6.649 45.953 14.780
H 6.578 45.724 15.667
H 7.117 45.213 14.351
O 5.822 48.739 11.529
H 5.925 48.255 10.695
H 5.633 49.638 11.189
O 4.569 46.462 10.360
H 4.928 46.128 9.688
H 3.783 46.931 10.251
O 1.908 46.551 12.489
H 1.653 47.573 12.806
H 1.754 46.683 11.595

(2)
19
Properties=species:S:1:pos:R:3 method="wB97M-V/def2-TZVPD" multiplicity=1 homo_lumo_gap_ev=11.07 e_lumo_ev=-3.1 charge=+1 e_homo_ev=-14.19
O -0.395 0.504 0.140
H -0.731 -0.317 0.508
H -0.647 1.247 0.693
H 0.561 0.423 0.103
O -1.659 -1.361 1.300
H -2.159 -2.111 0.977
H -1.714 -1.429 2.253
O 2.204 0.366 0.348
H 2.640 -0.485 0.331
H 2.898 0.987 0.570
O 0.812 0.514 -2.697
H 1.682 0.554 -3.093
H 0.819 -0.295 -2.185
O -1.505 2.526 1.300
H -1.374 3.197 0.630
H -1.833 3.007 2.060
O 0.009 -2.073 -1.097
H 0.366 -2.535 -0.338
H 0.026 -2.720 -1.802

(3)
19
Properties=species:S:1:pos:R:3 method="wB97M-V/def2-TZVPD" multiplicity=1 homo_lumo_gap_ev=11.38 e_lumo_ev=-3.1 charge=+1 e_homo_ev=-14.46
O 3.408 1.759 0.331
H 4.003 1.912 1.075
H 3.942 2.029 -0.427
O -1.369 -2.833 1.001
H -1.059 -1.924 1.009
H -1.453 -3.080 1.929
O 0.145 2.271 1.937
H 0.247 3.158 2.291
H -0.228 1.695 2.589
O -0.564 -0.209 -1.808
H -0.536 0.103 -2.717
H -1.373 -0.749 -1.755
O -2.727 -2.097 -1.489
H -2.493 -2.765 -0.832
H -3.554 -2.385 -1.885
O 1.050 0.986 -0.117
H 0.536 0.401 -0.728
H 2.039 1.200 -0.063
H 0.623 1.488 0.640

(4)
19
Properties=species:S:1:pos:R:3 method="wB97M-V/def2-TZVPD" multiplicity=1 homo_lumo_gap_ev=11.14 e_lumo_ev=-3.0 charge=+1 e_homo_ev=-14.18
O 1.613 -3.212 2.453
H 2.023 -3.658 3.202
H 1.422 -3.951 1.862
O -4.476 1.515 -1.344
H -4.956 0.674 -1.269
H -4.726 1.863 -0.470
O 2.138 1.577 0.836
H 2.535 1.497 -0.060
H 2.182 2.496 1.142
O -0.732 -0.969 -0.748
H -0.650 -1.721 -1.357
H -0.939 -0.185 -1.269
O 0.039 2.040 -1.580
H -0.878 2.325 -1.514
H 0.401 2.551 -2.316
O 1.503 -0.826 0.437
H 0.529 -0.972 0.075
H 1.460 -1.240 1.330
H 1.511 0.194 0.589

Energy ordering: (3) at the bottom, the next structure 0.0099 hartree above.

(1)
20
Properties=species:S:1:pos:R:3 method="wB97M-V/def2-TZVPD" multiplicity=1 homo_lumo_gap_ev=11.32 e_lumo_ev=-2.9 charge=+1 e_homo_ev=-14.17
C -1.219 1.166 -1.072
C 1.424 0.045 -1.108
C 1.481 -0.405 1.278
C -0.544 0.562 0.195
N -1.228 0.462 1.329
N 0.740 0.198 0.196
O -1.148 -1.560 -0.044
H -2.268 1.385 -0.843
H -1.148 0.467 -1.835
H -0.734 2.158 -1.264
H 1.259 -0.856 -1.601
H 1.057 0.826 -1.801
H 2.544 0.163 -0.980
H 1.352 0.049 2.254
H 1.000 -1.448 1.176
H 2.594 -0.399 1.064
H -0.827 0.260 2.224
H -2.131 0.942 1.340
H -0.579 -1.730 -0.777
H -1.625 -2.286 0.271

(2)
20
Properties=species:S:1:pos:R:3 method="wB97M-V/def2-TZVPD" multiplicity=1 smiles=[NH3+]CCNCCO homo_lumo_gap_ev=10.21 e_lumo_ev=-3.0 charge=+1 e_homo_ev=-13.22
N -1.048 -1.459 -0.409
C -1.565 -0.434 0.563
C -1.480 0.953 -0.048
N -0.196 1.170 -0.667
C 0.948 1.194 0.231
C 1.904 0.078 -0.108
O 1.341 -1.157 0.369
H -1.182 -2.409 -0.055
H -0.034 -1.293 -0.518
H -1.464 -1.348 -1.329
H -2.582 -0.682 0.816
H -0.967 -0.556 1.450
H -2.247 1.053 -0.825
H -1.718 1.684 0.746
H -0.234 1.978 -1.268
H 1.462 2.150 0.198
H 0.614 1.055 1.252
H 2.879 0.279 0.321
H 1.977 0.012 -1.188
H 2.032 -1.756 0.654

Energy ordering: (2) at the bottom, the next structure 0.0188 hartree above.

(1)
20
Properties=species:S:1:pos:R:3 method="wB97M-V/def2-TZVPD" multiplicity=1 homo_lumo_gap_ev=11.15 e_lumo_ev=-3.0 charge=+1 e_homo_ev=-14.16
C 0.429 2.053 -2.356
C 0.859 1.508 -1.028
O 0.451 0.437 -0.577
N 1.747 2.236 -0.298
H 0.339 1.189 -2.993
H 1.131 2.792 -2.722
H 2.378 1.685 0.269
H 2.117 3.120 -0.615
H -0.574 2.465 -2.347
C -0.533 -1.655 1.684
C -0.603 -2.739 0.646
N -1.259 -0.387 1.277
H -0.996 -1.920 2.628
H 0.510 -1.391 1.848
H -0.692 -2.318 -0.357
H -1.441 -3.435 0.743
H -0.871 0.331 1.883
H -0.998 -0.136 0.326
H -2.268 -0.474 1.363
H 0.273 -3.361 0.628

(2)
20
Properties=species:S:1:pos:R:3 method="wB97M-V/def2-TZVPD" multiplicity=1 smiles=CN[C@H](O)[NH+](C)C homo_lumo_gap_ev=10.99 e_lumo_ev=-2.9 charge=+1 e_homo_ev=-13.88
C -2.475 0.569 0.083
C 2.305 -0.661 -0.495
C 1.060 0.563 1.288
C -0.355 -0.708 -0.656
N -1.413 0.267 -0.898
N 1.064 0.099 -0.118
O -0.586 -1.696 0.301
H -3.235 1.094 -0.472
H -2.900 -0.360 0.542
H -2.061 1.169 0.923
H 2.514 -1.669 0.053
H 2.224 -0.913 -1.508
H 3.093 0.027 -0.284
H 1.165 -0.173 2.113
H 1.890 1.324 1.409
H 0.212 1.023 1.709
H 0.061 -1.196 -1.564
H -1.621 0.267 -1.911
H 1.110 1.006 -0.687
H -1.200 -1.543 1.049

(3)
20
Properties=species:S:1:pos:R:3 method="wB97M-V/def2-TZVPD" multiplicity=1 homo_lumo_gap_ev=9.42 e_lumo_ev=-3.5 charge=+1 e_homo_ev=-12.87
C 1.638 1.501 0.039
C 1.293 0.720 1.310
C -0.048 0.026 1.270
C -0.738 -0.119 0.112
N -1.735 -1.207 -0.075
N -0.608 -0.325 2.492
H 0.929 2.329 -0.090
H 2.592 1.990 0.236
H 1.517 0.924 -0.859
H 2.025 -0.095 1.376
H 1.340 1.270 2.248
H -0.744 0.573 -0.715
H -1.566 -1.879 -0.828
H -2.721 -0.930 -0.159
H -1.611 -1.769 0.789
H -0.121 0.052 3.287
H -1.610 -0.226 2.536
H 0.220 -0.187 -4.459
H -0.078 -1.678 -4.578
O 0.025 -0.970 -3.933

(4)
20
Properties=species:S:1:pos:R:3 method="wB97M-V/def2-TZVPD" multiplicity=1 homo_lumo_gap_ev=11.18 e_lumo_ev=-3.0 charge=+1 e_homo_ev=-14.15
C -3.094 -0.448 -0.632
C -1.824 0.251 -1.094
C -0.719 0.159 -0.090
C 0.351 -0.593 -0.260
N 1.327 -0.637 0.842
N -0.847 0.836 1.170
H -3.406 -0.091 0.344
H -3.890 -0.160 -1.308
H -2.954 -1.523 -0.676
H -1.488 -0.211 -2.034
H -1.944 1.280 -1.462
H 0.669 -1.125 -1.147
H 1.278 -1.565 1.261
H 0.999 0.016 1.563
H 2.285 -0.519 0.459
H -1.601 0.422 1.720
H -1.097 1.809 0.993
H 3.995 0.137 -1.015
H 4.344 1.041 0.173
O 3.836 0.244 -0.069

Energy ordering: (1) at the bottom, the next structure 0.0371 hartree above.

(1)
20
Properties=species:S:1:pos:R:3 method="wB97M-V/def2-TZVPD" multiplicity=1 homo_lumo_gap_ev=9.53 e_lumo_ev=-3.5 charge=+1 e_homo_ev=-13.03
C 0.030 -0.474 3.031
C -0.757 -0.411 1.701
C -0.022 0.489 0.664
C 0.948 -0.104 -0.100
N 0.836 0.168 -1.570
N -0.599 1.778 0.351
H 1.040 -0.730 2.750
H 0.232 0.545 3.341
H -0.528 -0.968 3.778
H -0.997 -1.386 1.301
H -1.696 0.006 1.873
H 1.871 -0.705 0.050
H 1.739 0.389 -2.102
H 0.305 1.217 -1.514
H 0.284 -0.439 -2.118
H -1.496 1.746 0.766
H -0.067 2.512 0.766
H -0.318 -0.358 -4.565
H -0.656 -2.054 -4.360
O -0.149 -1.220 -4.042

(2)
20
Properties=species:S:1:pos:R:3 method="wB97M-V/def2-TZVPD" multiplicity=1 homo_lumo_gap_ev=10.76 e_lumo_ev=-3.1 charge=+1 e_homo_ev=-13.84
C 0.157 0.161 3.256
C -0.649 0.266 2.015
O -0.313 -0.234 0.936
N -1.686 1.131 2.024
H 1.131 0.652 3.189
H 0.502 -0.866 3.396
H -2.210 1.108 1.161
H -2.170 1.498 2.823
H -0.339 0.527 4.150
C -0.036 -0.226 -1.746
C 0.055 -0.332 -3.271
N 1.357 -0.467 -1.172
H -0.378 0.723 -1.397
H -0.618 -1.070 -1.403
H 0.670 -1.200 -3.528
H 0.435 0.558 -3.766
H 1.346 -1.324 -0.630
H 2.069 -0.590 -1.891
H 1.615 0.250 -0.496
H -0.937 -0.564 -3.650

(3)
20
Properties=species:S:1:pos:R:3 method="wB97M-V/def2-TZVPD" multiplicity=1 homo_lumo_gap_ev=11.28 e_lumo_ev=-3.1 charge=+1 e_homo_ev=-14.38
C -2.674 0.857 0.217
C 1.645 -1.517 -0.917
C -1.584 -0.026 0.821
C 0.749 -0.726 0.106
N 1.488 1.400 -0.266
N -0.517 -0.465 -0.153
O 1.205 -0.594 1.261
H -2.302 1.869 -0.115
H -3.155 0.413 -0.621
H -3.539 0.718 0.998
H 1.985 -2.496 -0.300
H 2.667 -1.008 -1.142
H 1.149 -1.719 -1.795
H -1.941 -0.916 1.292
H -1.261 0.459 1.677
H 1.712 1.182 -1.213
H 2.240 1.910 0.234
H -0.825 -0.716 -1.031
H 0.751 2.073 -0.274
H 2.210 -0.697 1.220

Energy ordering: (2) at the bottom, the next structure 0.0715 hartree above.